P.
The following is a DFT calculation (ωB97M-V/def2-TZVPD) of C4H8O2S as an isolated structure.

For the LUMO energy, the calculation gives -0.1046 Eh. The orbital gap comes out at 6.60 eV. The calculation puts the HOMO energy at -9.446 eV.

Last column: Mulliken charge in e.
Atoms and positions in Å:
1 O 2.565 -0.886 -0.318  -0.392
2 C 2.034 0.255 0.263  0.320
3 O 2.361 1.391 0.125  -0.469
4 C 0.752 -0.039 1.062  -0.375
5 C -0.389 0.268 0.110  -0.194
6 C -0.380 -0.255 -1.328  -1.102
7 S -3.203 -0.337 0.286  -0.172
8 H 3.169 -0.594 0.447  0.346
9 H 0.695 -1.071 1.395  0.314
10 H 0.740 0.656 1.898  0.311
11 H -0.570 1.347 0.063  0.413
12 H -1.415 -0.006 0.532  -0.082
13 H 0.574 -0.155 -1.836  0.384
14 H -0.742 -1.280 -1.364  0.309
15 H -1.121 0.314 -1.887  0.390

Q.
The following is a DFT calculation (ωB97M-V/def2-TZVPD) of C4H8O2S as an isolated structure.

For the LUMO energy, the calculation gives 0.0235 Eh. The orbital gap comes out at 9.39 eV. The calculation puts the HOMO energy at -8.748 eV.

Last column: Mulliken charge in e.
Atoms and positions in Å:
1 C 0.267 -2.555 0.205  -0.848
2 C -0.312 -1.536 -0.835  -0.383
3 C -0.099 0.722 -0.047  0.706
4 C 0.278 2.995 0.462  -0.643
5 H -0.186 -3.613 0.000  0.311
6 H 1.341 -2.679 -0.120  0.272
7 H 0.044 -2.318 1.344  0.246
8 H -0.065 -2.114 -1.772  0.226
9 H -1.417 -1.386 -0.915  0.403
10 H -0.845 2.743 1.479  0.323
11 H 1.458 3.593 1.078  0.204
12 H -0.159 3.830 -0.570  0.227
13 O 0.316 -0.269 -0.820  -0.333
14 O 0.859 1.744 -0.191  -0.270
15 S -1.481 0.842 0.704  -0.442

Relative stability in hartree, measured from the most stable structure: P 0.0000; Q 0.0338

P.
The following is a DFT calculation (ωB97M-V/def2-TZVPD) of a 2-piece molecular cluster, C2H5FO2 overall.

For the LUMO energy (alpha / beta), the calculation gives -0.0095 / -0.0228 Eh. The orbital gap (alpha / beta) comes out at 8.57 / 7.67 eV. The calculation puts the HOMO energy (alpha / beta) at -8.829 / -8.292 eV.

Last column: Mulliken charge in e.
Atoms and positions in Å:
1 C 0.469 0.706 -0.595  -0.896
2 C -0.746 -0.095 -0.128  0.740
3 O -1.129 -1.144 -0.843  -0.399
4 O 0.404 -1.338 1.731  -0.778
5 F -1.655 0.431 0.636  -0.181
6 H 0.438 0.644 -1.686  0.333
7 H 0.179 1.584 -0.112  0.315
8 H 1.328 0.191 -0.117  0.270
9 H -1.441 -1.841 -0.347  0.382
10 H 1.028 -0.594 1.792  0.215

Q.
The following is a DFT calculation (ωB97M-V/def2-TZVPD) of a 2-piece molecular cluster, C2H5FO2 overall.

For the LUMO energy (alpha / beta), the calculation gives 0.0278 / 0.0269 Eh. The orbital gap (alpha / beta) comes out at 8.23 / 8.67 eV. The calculation puts the HOMO energy (alpha / beta) at -7.472 / -7.936 eV.

Last column: Mulliken charge in e.
Atoms and positions in Å:
1 C 1.306 0.328 0.468  -0.578
2 C -1.324 0.123 -0.541  -0.079
3 O 1.983 0.061 -0.664  -0.424
4 O -1.556 -0.958 0.286  -0.425
5 F -2.150 1.182 -0.335  -0.254
6 H 0.643 1.106 0.505  0.511
7 H 1.138 -0.548 1.106  0.182
8 H -1.107 0.005 -1.553  0.364
9 H 2.607 -0.636 -0.399  0.351
10 H -1.539 -0.664 1.126  0.352

Relative stability in hartree, measured from the most stable structure: P 0.0000; Q 0.0321

P.
The following is a DFT calculation (ωB97M-V/def2-TZVPD) of an isolated ion of composition CH8N4P and charge +1.

For the LUMO energy, the calculation gives -0.1289 Eh. The orbital gap comes out at 8.96 eV. The calculation puts the HOMO energy at -12.469 eV. Its total charge is +1.

Last column: Mulliken charge in e.
Atoms and positions in Å:
1 C -0.043 -1.117 1.113  -0.255
2 N -1.005 -1.611 0.479  0.345
3 N -2.012 -1.783 -0.190  -0.344
4 N -2.059 -2.521 -1.241  -0.187
5 N 1.364 2.801 -0.032  -0.710
6 P 0.633 1.011 0.718  0.155
7 H -0.045 -1.409 2.168  0.305
8 H -1.350 -3.088 -1.510  0.223
9 H -3.034 -2.756 -1.515  0.298
10 H 1.391 3.557 0.628  0.307
11 H 1.194 3.302 -1.006  0.339
12 H 2.290 2.301 -0.117  0.365
13 H 2.058 0.554 1.108  0.101
14 H 0.616 0.758 -0.603  0.060

Q.
The following is a DFT calculation (ωB97M-V/def2-TZVPD) of a 2-piece molecular cluster, CH8N4P overall.

For the LUMO energy, the calculation gives -0.1807 Eh. The orbital gap comes out at 8.41 eV. The calculation puts the HOMO energy at -13.323 eV. Its total charge is +1.

Last column: Mulliken charge in e.
Atoms and positions in Å:
1 C 0.006 0.266 0.130  -0.061
2 N -1.283 0.150 0.219  0.160
3 N -2.328 -0.033 -0.363  0.035
4 N -3.502 -0.268 0.051  -0.334
5 N 2.863 0.840 -0.137  -0.776
6 P 1.094 -1.094 -0.512  0.048
7 H 0.581 1.189 0.422  0.358
8 H -3.725 -0.804 0.923  0.269
9 H -4.301 -0.052 -0.565  0.291
10 H 2.638 1.811 0.088  0.267
11 H 2.921 0.714 -1.123  0.317
12 H 3.671 0.436 0.340  0.235
13 H 1.369 -1.115 0.912  0.137
14 H -0.003 -2.040 -0.386  0.055

Relative stability in hartree, measured from the most stable structure: P 0.0160; Q 0.0000